1.
Molecular formula: C22H31F3HgN8O2SSe
Method: DFT, ωB97M-V/def2-TZVPD

Geometry as XYZ:
```
69
Properties=species:S:1:pos:R:3
Hg -0.745 -1.425 0.762
C 3.554 -2.961 0.876
C 2.284 -2.158 0.981
N 1.279 -2.339 0.143
C 1.308 -3.087 -1.073
C 0.696 -2.212 -2.188
N -0.569 -1.586 -1.823
C -1.783 -2.298 -2.188
C -2.985 -1.442 -1.813
N -3.037 -1.212 -0.370
C -3.786 -0.048 0.076
C -3.117 1.284 -0.186
N -1.603 0.622 1.709
C -0.552 1.423 2.347
C -1.078 2.127 3.594
C 0.752 0.642 2.668
C 1.650 1.060 3.634
C 2.837 0.304 3.771
C 3.091 -0.769 2.962
C 2.145 -1.129 1.961
N 0.996 -0.392 1.897
H 3.326 -4.003 0.647
H 4.121 -2.940 1.804
H 4.207 -2.584 0.082
H 0.730 -4.017 -0.972
H 2.319 -3.367 -1.395
H 0.603 -2.801 -3.112
H 1.400 -1.399 -2.380
H -0.617 -0.653 -2.241
H -1.824 -3.256 -1.657
H -1.827 -2.509 -3.267
H -3.904 -1.915 -2.181
H -2.877 -0.478 -2.317
H -3.418 -2.025 0.104
H -3.950 -0.163 1.145
H -4.769 0.032 -0.414
H -3.698 2.059 0.310
H -2.974 1.511 -1.245
H -2.096 2.465 3.423
H -0.448 2.979 3.848
H -1.084 1.429 4.431
H 1.469 1.927 4.249
H 3.559 0.583 4.530
H 4.006 -1.332 3.085
Se -1.772 -3.497 2.183
C -3.456 -2.789 2.340
N -4.532 -2.367 2.410
F -1.015 4.853 0.732
C -1.841 3.822 0.525
F -2.553 4.083 -0.578
F -2.701 3.787 1.558
C -0.982 2.560 0.339
O -0.092 2.383 1.358
O -1.743 1.313 0.338
S -1.215 1.439 -3.484
C 0.436 1.635 -2.938
N 1.365 0.837 -3.577
C 2.708 0.596 -3.081
C 2.825 1.145 -1.670
C 2.179 2.525 -1.644
N 0.770 2.465 -2.002
H 0.976 0.220 -4.270
H 3.451 1.080 -3.727
H 2.915 -0.479 -3.095
H 3.873 1.178 -1.365
H 2.286 0.499 -0.969
H 2.720 3.195 -2.328
H 2.256 2.959 -0.644
H -0.451 2.610 -0.632
```

The expectation value of S² is 0.767. Its orbital gap (alpha / beta) is 0.200 / 0.266 Eh. Its spin multiplicity is 2. The value obtained for the energy above the lowest of the compared OMol25 structures with the same formula, charge and spin is 113.7 kcal/mol. The calculation puts the strongest force on any atom at 0.34 eV/A. Its HOMO energy (alpha / beta) is -2.8235 / -4.6162 eV. Its total charge is -1.

---

2.
Molecular formula: C22H31F5N2OsSSi2
Method: DFT, ωB97M-V/def2-TZVPD

Geometry as XYZ:
```
64
Properties=species:S:1:pos:R:3
Os -0.136 -0.138 0.129
C -2.885 -2.893 -1.731
Si -2.104 -2.655 -0.050
C -2.085 -4.227 0.966
C -3.039 -1.322 0.885
N -0.464 -2.033 -0.259
C 0.566 -2.665 -0.899
C 0.536 -3.974 -1.409
C 1.641 -4.478 -2.049
C 2.795 -3.701 -2.203
C 2.855 -2.422 -1.702
C 1.749 -1.882 -1.029
N 1.641 -0.618 -0.442
Si 2.917 0.642 -0.267
C 4.535 0.334 -1.161
C 3.338 0.743 1.550
C 2.230 2.247 -0.937
H -3.934 -3.182 -1.637
H -2.377 -3.648 -2.332
H -2.838 -1.947 -2.275
H -3.095 -4.444 1.323
H -1.442 -4.101 1.839
H -1.737 -5.099 0.414
H -4.077 -1.305 0.545
H -2.663 -0.306 0.724
H -3.033 -1.501 1.962
H -0.356 -4.575 -1.300
H 1.617 -5.481 -2.453
H 3.648 -4.109 -2.727
H 3.744 -1.840 -1.848
H 5.047 -0.566 -0.828
H 5.176 1.185 -0.914
H 4.432 0.299 -2.246
H 3.723 -0.215 1.906
H 2.484 1.007 2.173
H 4.116 1.494 1.704
H 2.305 2.258 -2.026
H 2.805 3.087 -0.542
H 1.179 2.420 -0.697
C -0.110 2.215 2.035
C -0.789 1.027 2.725
C -0.703 1.147 4.243
C -0.206 -0.285 2.213
H -0.711 3.123 2.097
H 0.063 2.046 0.953
H 0.869 2.427 2.470
H -1.850 1.059 2.450
H 0.339 1.112 4.568
H -1.235 0.329 4.730
H -1.135 2.086 4.596
H -0.798 -1.133 2.576
H 0.816 -0.429 2.580
F -2.678 6.388 -1.273
C -2.329 5.109 -1.396
C -1.826 4.634 -2.597
F -1.693 5.461 -3.633
C -1.453 3.307 -2.710
F -0.958 2.901 -3.881
C -1.563 2.405 -1.651
S -1.079 0.731 -1.877
C -2.094 2.915 -0.473
F -2.279 2.116 0.591
C -2.463 4.240 -0.328
F -2.950 4.679 0.834
```

Its orbital gap (alpha / beta) is 0.248 / 0.248 Eh. The value obtained for the energy above the lowest of the compared OMol25 structures with the same formula, charge and spin is 10.6 kcal/mol. The calculation puts the strongest force on any atom at 1.20 eV/A. Its HOMO energy (alpha / beta) is -7.3264 / -7.3263 eV.

---

3.
Molecular formula: C22H31N2O3
Method: DFT, ωB97M-V/def2-TZVPD

Geometry as XYZ:
```
58
Properties=species:S:1:pos:R:3
C 4.394 -5.054 0.279
H 3.835 -5.989 0.386
H 5.459 -5.274 0.245
H 4.189 -4.401 1.133
O 4.107 -4.416 -0.944
C 2.822 -4.069 -1.229
C 1.773 -4.229 -0.334
C 0.476 -3.850 -0.653
C 0.195 -3.313 -1.902
C 1.238 -3.145 -2.799
C 2.547 -3.514 -2.502
O 3.422 -3.270 -3.500
C 4.767 -3.703 -3.451
H 5.324 -3.204 -2.656
H 5.184 -3.424 -4.418
H 4.837 -4.784 -3.323
H 1.058 -2.735 -3.780
C -1.190 -2.836 -2.251
H -1.383 -2.978 -3.313
H -1.936 -3.405 -1.694
C -1.306 -1.343 -1.925
N -0.950 -1.112 -0.509
H -0.656 -0.072 -0.312
C -2.046 -1.292 0.468
C -2.901 -0.023 0.547
H -3.641 -0.138 1.338
C -2.038 1.215 0.783
O -0.891 1.271 0.320
N -2.603 2.200 1.464
C -1.997 3.459 1.762
C -1.906 3.830 3.106
C -1.337 5.052 3.418
C -0.864 5.905 2.426
C -0.984 5.514 1.102
C -1.554 4.300 0.743
C -1.694 3.937 -0.702
H -0.904 3.244 -0.990
H -1.614 4.825 -1.322
H -2.654 3.459 -0.898
H -0.634 6.173 0.322
C -0.237 7.211 2.795
H -0.118 7.849 1.924
H -0.842 7.732 3.534
H 0.746 7.041 3.233
H -1.258 5.348 4.453
C -2.412 2.918 4.184
H -3.499 2.828 4.137
H -2.153 3.312 5.162
H -1.980 1.922 4.089
H -3.507 2.045 1.891
H -3.441 0.129 -0.391
H -2.664 -2.151 0.196
H -1.600 -1.485 1.447
H -0.168 -1.759 -0.311
H -2.312 -0.972 -2.117
H -0.602 -0.785 -2.545
H -0.313 -4.040 0.061
H 1.958 -4.660 0.636
```

Its orbital gap is 0.314 Eh. The structure (SMILES) is COc1ccc(CC[NH2+]CCC(=O)Nc2c(C)cc(C)cc2C)cc1OC. The value obtained for the energy above the lowest of the compared OMol25 structures with the same formula, charge and spin is 8.9 kcal/mol. The calculation puts the strongest force on any atom at 0.71 eV/A. Its HOMO energy is -10.7272 eV. Its total charge is +1.

---

4.
Molecular formula: C22H31N3O3S
Method: DFT, ωB97M-V/def2-TZVPD

Geometry as XYZ:
```
60
Properties=species:S:1:pos:R:3
C -7.490 -0.137 1.310
H -7.129 -1.024 1.824
H -8.375 -0.405 0.738
H -7.773 0.602 2.057
C -6.406 0.418 0.391
C -5.159 0.806 1.188
C -4.062 1.316 0.253
N -3.752 0.380 -0.806
S -2.715 -0.855 -0.333
O -2.648 -1.787 -1.422
O -3.026 -1.380 0.972
C -1.179 0.047 -0.238
C -0.529 0.178 0.965
C 0.677 0.878 0.980
C 1.628 1.194 1.988
C 2.630 1.885 1.380
N 2.365 2.042 0.047
C 1.181 1.426 -0.233
C 0.498 1.285 -1.440
C -0.689 0.588 -1.426
H -1.262 0.432 -2.325
H 0.884 1.703 -2.357
C 3.281 2.594 -0.912
H 2.717 3.128 -1.682
H 3.934 3.303 -0.398
C 4.152 1.503 -1.559
C 4.957 0.819 -0.459
O 5.970 1.356 -0.043
N 4.489 -0.328 0.075
C 3.346 -1.117 -0.325
H 2.750 -0.608 -1.079
C 3.804 -2.481 -0.846
C 4.611 -3.205 0.228
C 5.774 -2.322 0.675
C 5.250 -0.964 1.136
H 6.074 -0.298 1.398
H 4.595 -1.089 2.005
H 6.321 -2.795 1.491
H 6.464 -2.173 -0.158
H 4.984 -4.155 -0.157
H 3.965 -3.418 1.083
H 2.929 -3.068 -1.129
H 4.422 -2.337 -1.734
H 2.707 -1.260 0.555
H 3.542 0.816 -2.141
H 4.868 1.987 -2.223
H 3.532 2.289 1.799
H 1.562 0.938 3.026
H -0.951 -0.265 1.852
C -4.908 -0.042 -1.569
C -6.007 -0.609 -0.672
H -5.623 -1.507 -0.182
H -6.870 -0.886 -1.279
H -4.554 -0.795 -2.274
H -5.276 0.828 -2.125
H -3.136 1.493 0.805
H -4.372 2.256 -0.219
H -4.781 -0.071 1.715
H -5.399 1.579 1.921
H -6.793 1.311 -0.115
```

Its orbital gap is 0.334 Eh. The structure (SMILES) is CC1CCN(S(=O)(=O)c2ccc3c(ccn3CCC(=O)N3CCCCC3)c2)CC1. The value obtained for the energy above the lowest of the compared OMol25 structures with the same formula, charge and spin is 41.9 kcal/mol. The calculation puts the strongest force on any atom at 1.08 eV/A. Its HOMO energy is -8.4299 eV.

---

5.
Molecular formula: C22H31N3O4S
Method: DFT, ωB97M-V/def2-TZVPD

Geometry as XYZ:
```
61
Properties=species:S:1:pos:R:3
C 7.134 -4.722 -0.628
H 8.023 -5.145 -1.091
H 7.430 -4.192 0.274
H 6.469 -5.535 -0.344
C 6.426 -3.771 -1.596
C 5.200 -3.188 -0.955
C 5.274 -2.006 -0.228
C 4.160 -1.487 0.400
C 2.939 -2.152 0.312
C 2.856 -3.339 -0.415
C 3.977 -3.846 -1.037
H 3.907 -4.765 -1.602
H 1.904 -3.841 -0.479
C 1.758 -1.624 0.954
N 0.568 -2.152 0.930
C -0.224 -1.306 1.655
C 0.548 -0.269 2.110
O 1.810 -0.482 1.670
C 0.239 0.922 2.941
H -0.632 1.443 2.547
H 1.095 1.591 2.939
H 0.027 0.627 3.969
C -1.674 -1.520 1.780
H -2.039 -1.329 2.788
H -1.954 -2.521 1.459
S -2.600 -0.332 0.677
O -3.884 -0.980 0.395
C -1.549 -0.589 -0.831
C -0.365 0.358 -0.815
O 0.753 0.028 -1.153
N -0.681 1.591 -0.369
C 0.242 2.699 -0.432
H 1.174 2.329 -0.868
C -0.342 3.835 -1.272
H -0.544 3.471 -2.279
H 0.395 4.636 -1.348
C -1.613 4.414 -0.645
N -2.713 3.456 -0.575
C -3.713 3.864 0.406
C -4.840 2.831 0.465
O -5.450 2.679 -0.793
C -4.499 2.249 -1.735
C -3.360 3.262 -1.868
H -2.627 2.890 -2.585
H -3.771 4.214 -2.246
H -5.027 2.146 -2.684
H -4.097 1.271 -1.430
H -5.622 3.163 1.150
H -4.440 1.863 0.804
H -3.235 3.936 1.386
H -4.142 4.846 0.148
H -1.915 5.317 -1.202
H -1.381 4.720 0.379
H 0.448 3.060 0.582
H -1.651 1.886 -0.265
H -1.209 -1.622 -0.888
H -2.194 -0.369 -1.682
H 4.224 -0.564 0.956
H 6.219 -1.484 -0.158
H 6.148 -4.318 -2.498
H 7.113 -2.971 -1.880
```

Its orbital gap is 0.309 Eh. The value obtained for the energy above the lowest of the compared OMol25 structures with the same formula, charge and spin is 45.1 kcal/mol. The calculation puts the strongest force on any atom at 1.30 eV/A. Its HOMO energy is -7.8508 eV.

---

6.
Molecular formula: C22H31N3P2STl
Method: DFT, ωB97M-V/def2-TZVPD

Geometry as XYZ:
```
60
Properties=species:S:1:pos:R:3
C -1.850 2.649 -3.063
C -1.536 1.404 -2.532
C -0.174 0.946 -2.634
C 0.848 1.902 -2.856
C 0.507 3.160 -3.351
C -0.834 3.515 -3.495
C 2.240 1.521 -2.451
C 2.486 0.053 -2.639
C 1.387 -0.822 -2.443
C 1.649 -2.209 -2.161
C 2.923 -2.704 -2.400
C 3.970 -1.848 -2.774
C 3.756 -0.473 -2.857
H -2.894 2.956 -3.114
H 1.313 3.848 -3.615
H -1.092 4.486 -3.922
H 2.980 2.115 -2.993
H 3.101 -3.774 -2.282
H 4.961 -2.255 -2.974
H 4.573 0.215 -3.089
N 0.101 -0.372 -2.436
Tl 0.780 0.145 1.250
C -2.523 0.535 -1.792
H -2.449 -0.490 -2.179
H -3.547 0.923 -1.885
C 0.531 -3.025 -1.563
H -0.374 -2.870 -2.166
H 0.801 -4.087 -1.515
P -2.123 0.366 0.030
P 0.041 -2.474 0.148
C 1.254 -3.442 1.124
H 1.032 -3.342 2.195
H 1.193 -4.498 0.827
H 2.267 -3.062 0.933
C -1.450 -3.518 0.385
H -1.166 -4.579 0.332
H -1.898 -3.307 1.365
H -2.188 -3.294 -0.398
C -2.609 2.050 0.567
H -3.584 2.308 0.130
H -2.665 2.094 1.663
H -1.853 2.768 0.220
C -3.598 -0.569 0.597
H -3.536 -0.707 1.684
H -4.510 -0.010 0.342
H -3.620 -1.557 0.119
H 2.352 1.733 -1.346
H 2.422 0.648 0.749
S -0.920 -0.733 3.027
C -0.299 0.408 4.150
N 1.007 0.591 4.442
C 1.250 1.781 5.242
C -0.148 2.336 5.463
N -0.999 1.355 4.806
H 1.752 0.023 4.056
H 1.904 2.468 4.694
H 1.726 1.515 6.188
H -0.276 3.320 5.004
H -0.397 2.404 6.522
H -1.997 1.479 4.672
```

Its orbital gap (alpha / beta) is 0.230 / 0.192 Eh. The value obtained for the energy above the lowest of the compared OMol25 structures with the same formula, charge and spin is 0.0 kcal/mol. The calculation puts the strongest force on any atom at 1.79 eV/A. Its HOMO energy (alpha / beta) is -9.6347 / -9.0755 eV. Its total charge is +1.

---

7.
Molecular formula: C22H31N7
Method: DFT, ωB97M-V/def2-TZVPD

Geometry as XYZ:
```
60
Properties=species:S:1:pos:R:3
C -2.308 -1.909 1.013
C -1.326 -1.161 0.472
C 0.031 -1.285 0.973
N 1.103 -0.694 0.626
C 1.000 0.278 -0.437
C 0.339 1.623 -0.044
N 1.676 2.197 0.164
C 1.903 3.552 -0.288
C 1.052 4.529 0.515
C 1.303 5.971 0.081
C 2.783 6.328 0.191
C 3.641 5.348 -0.604
C 3.380 3.909 -0.167
C 2.286 1.102 -0.612
N 0.121 -2.236 1.998
C -0.932 -2.921 2.492
N -0.581 -3.820 3.531
C -1.069 -3.409 4.855
C -2.583 -3.490 5.014
N -3.035 -4.774 4.528
N -4.292 -5.205 4.778
C -4.394 -6.284 4.029
C -3.239 -6.550 3.284
C -2.373 -5.540 3.622
C -0.963 -5.210 3.240
C -3.392 -7.800 2.472
C -4.932 -8.009 2.519
C -5.453 -7.318 3.806
N -2.140 -2.806 2.048
H -3.323 -1.831 0.643
H -1.535 -0.473 -0.333
H 0.618 -0.175 -1.356
H -0.196 2.082 -0.889
H -0.308 1.616 0.836
H 1.615 3.644 -1.357
H -0.007 4.278 0.408
H 1.305 4.406 1.574
H 0.979 6.098 -0.958
H 0.699 6.653 0.683
H 2.954 7.351 -0.153
H 3.082 6.295 1.245
H 3.410 5.451 -1.670
H 4.700 5.588 -0.489
H 3.676 3.774 0.879
H 3.982 3.216 -0.761
H 3.190 0.671 -0.182
H 2.460 1.376 -1.662
H 1.034 -2.408 2.392
H -0.585 -4.067 5.581
H -0.732 -2.392 5.057
H -2.857 -3.399 6.065
H -3.078 -2.698 4.451
H -0.809 -5.404 2.179
H -0.270 -5.854 3.789
H -3.029 -7.717 1.446
H -2.868 -8.643 2.932
H -5.375 -7.511 1.654
H -5.210 -9.062 2.467
H -5.490 -8.017 4.646
H -6.452 -6.902 3.681
```

Its orbital gap is 0.327 Eh. The structure (SMILES) is c1c/c(=N\C2CN(C3CCCCC3)C2)[nH]c(N2CCn3nc4c(c3C2)CCC4)n1. The value obtained for the energy above the lowest of the compared OMol25 structures with the same formula, charge and spin is 6.8 kcal/mol. The calculation puts the strongest force on any atom at 0.13 eV/A. Its HOMO energy is -8.2008 eV.

---

8.
Molecular formula: C22H32AsN5RhTe
Method: DFT, ωB97M-V/def2-TZVPD

Geometry as XYZ:
```
62
Properties=species:S:1:pos:R:3
Rh 0.963 1.290 -0.874
C 2.034 1.934 2.474
As 0.539 2.220 1.265
C -0.877 1.365 2.302
C 0.177 4.117 1.582
C -0.154 4.483 2.997
C -1.465 4.448 3.469
C -1.759 4.764 4.789
C -0.745 5.125 5.665
C 0.563 5.173 5.208
C 0.850 4.857 3.886
H 1.804 2.287 3.480
H 2.903 2.452 2.072
H 2.243 0.867 2.491
H -0.898 1.739 3.325
H -0.670 0.296 2.306
H -1.838 1.531 1.817
H -0.621 4.378 0.888
H 1.076 4.619 1.226
H -2.263 4.165 2.791
H -2.785 4.728 5.133
H -0.972 5.373 6.695
H 1.365 5.460 5.877
H 1.874 4.902 3.532
C -3.817 -2.184 -3.945
C -2.659 -3.102 -3.568
C -1.410 -2.781 -4.384
C -2.393 -3.074 -2.065
N -1.957 -1.762 -1.586
C -0.765 -1.188 -1.653
N -0.862 0.006 -1.121
N -2.156 0.152 -0.733
N -2.815 -0.910 -1.013
H -3.993 -2.213 -5.022
H -3.601 -1.148 -3.674
H -4.742 -2.470 -3.441
H -2.948 -4.138 -3.776
H -1.118 -1.734 -4.273
H -1.600 -2.951 -5.445
H -0.557 -3.399 -4.093
H -1.620 -3.791 -1.788
H -3.296 -3.307 -1.504
H 0.145 -1.622 -2.035
Te 1.222 3.571 -1.868
C 1.163 -1.722 1.381
C 1.761 -2.391 0.175
C 2.033 -3.750 0.200
C 2.582 -4.438 -0.877
C 2.851 -3.702 -2.034
C 2.615 -2.346 -2.126
C 2.905 -1.568 -3.374
C 2.083 -1.613 -1.000
N 1.816 -0.333 -1.145
H 0.452 -2.379 1.890
H 0.648 -0.806 1.092
H 1.920 -1.435 2.121
H 1.791 -4.297 1.110
H 2.781 -5.501 -0.825
H 3.270 -4.204 -2.903
H 3.363 -2.207 -4.133
H 3.566 -0.723 -3.165
H 2.000 -1.117 -3.797
```

Its orbital gap (alpha / beta) is 0.197 / 0.197 Eh. The value obtained for the energy above the lowest of the compared OMol25 structures with the same formula, charge and spin is 31.8 kcal/mol. The calculation puts the strongest force on any atom at 1.52 eV/A. Its HOMO energy (alpha / beta) is -2.7488 / -2.7597 eV. Its total charge is -1.